# C5H4FO4

A molecular structure, C5H4FO4 (ωB97M-V/def2-TZVPD, the Open Molecules 2025 dataset).

Each line ends with the Löwdin charge.
Positions of all 14 atoms, in Å:
C  1.5526  0.3595  -0.4199  -0.03
C  0.3532  0.2754  0.2182  -0.17
C  -0.6993  -0.6067  -0.2409  -0.51
C  -2.5399  0.8320  -0.4135  -0.53
C  -1.8928  -0.7612  0.5484  -0.31
O  -1.9463  1.8435  -0.1532  0.12
O  -0.6172  -1.1579  -1.3316  0.05
O  -3.4811  0.4434  -1.0776  0.06
O  -2.8114  -1.6569  0.1980  0.11
F  -1.8708  -0.4163  1.9127  0.06
H  2.3742  1.0546  -0.0830  0.04
H  1.6441  -0.1777  -1.2569  -0.03
H  0.0712  0.7451  1.0787  0.05
H  -3.6101  -1.2758  -0.1292  0.09

Net charge: -1
Multiplicity: 3
HOMO (alpha / beta) in Ha: -0.0395 / -0.1752
Frontier orbital gap (alpha / beta) in eV: 4.85 / 6.52

# C5H4INO

A molecular structure, C5H4INO (ωB97M-V/def2-TZVPD, the Open Molecules 2025 dataset).

Each line ends with the Löwdin charge.
Positions of all 12 atoms, in Å:
C  0.3113  0.5842  0.4806  -0.12
C  -0.0455  0.7768  1.7962  0.04
C  0.0467  -0.3742  -0.4279  -0.01
C  -1.1842  0.1330  2.4049  -0.71
C  -0.3369  -1.1976  -1.3607  0.06
N  -1.7649  -0.6467  1.4481  -0.49
O  -1.6167  0.3499  3.5359  -0.02
I  -3.2851  -1.7790  1.8568  0.92
H  1.0479  1.2333  0.0750  0.11
H  0.4421  1.7035  2.1756  0.14
H  0.0465  -1.9421  -1.8722  0.01
H  -1.4077  -1.1277  -1.5313  0.09

Relative energy (zero: lowest compared OMol25 entry of this formula, charge and spin) in kcal per mole: 96.5
Net charge: 0
HOMO (alpha / beta) in Ha: -0.3356 / -0.2997
Frontier orbital gap (alpha / beta) in eV: 7.50 / 5.79